BrH12O6 | the ωB97M-V functional and the def2-TZVPD basis

Each line ends with the Mulliken charge.
CARTESIAN COORDINATES (ANGSTROEM)
O 3.68474 0.02179 -2.05684  -0.574
H 0.09861 -1.09297 2.44964  0.187
H -0.71378 -0.93550 -1.94088  0.273
H 4.19000 -0.26915 -1.29770  0.324
H -0.30490 1.76772 -1.34243  0.280
O -0.58184 2.30372 2.29190  -0.584
H -1.72025 -1.31454 -3.00635  0.303
H -1.14530 -3.26741 0.10453  0.290
H -0.25873 -2.24813 0.78787  0.233
O -0.42029 -1.09779 3.25398  -0.571
H -1.01829 -0.35654 3.15823  0.351
O -1.05961 -2.75786 0.91030  -0.482
H 2.79128 -0.27073 -1.87689  0.267
Br 1.10832 -0.31279 0.14650  -0.094
O -1.49075 -0.61267 -2.39731  -0.558
H -1.41870 2.77909 -1.17370  0.321
H -1.07167 3.04990 1.94619  0.311
H -0.15161 1.92346 1.52604  0.309
O -0.51723 2.69042 -1.48310  -0.585

Energy: -82520.3884 eV
2S+1: 2
Charge: 0
HOMO (spin up / spin down): -11.32 / -11.31 eV
Energy relative to the best compared isomer or geometry (same formula, charge and spin): 0.0 kJ/mol
Gap between HOMO and LUMO (spin up / spin down): 11.2216 / 5.8693 eV


C6H10Br3NOS | the ωB97M-V functional and the def2-TZVPD basis

Each line ends with the Mulliken charge.
CARTESIAN COORDINATES (ANGSTROEM)
H -1.97239 0.94213 1.51744  0.388
C 3.28407 -0.66044 -0.15303  0.056
H 0.10169 -0.30588 -1.37552  0.084
C -1.28712 -0.91563 0.81051  -0.207
H -0.58730 0.28129 2.53450  0.281
H -1.60195 1.88847 -0.36515  0.414
Br 2.89294 0.62795 -1.54171  -0.013
H -2.09008 -1.41683 1.32048  0.336
H -1.89368 -1.79249 -1.03807  0.312
H -2.80390 -0.28955 -0.60744  0.343
Br 2.74432 -2.37109 -0.66915  -0.001
C -1.79342 -0.74188 -0.57617  -0.731
O 2.22582 -0.32066 1.08898  -0.252
N -0.06590 1.18462 0.72333  0.093
H -0.91851 0.44951 -2.53607  0.274
C -1.00394 0.43676 1.43915  -0.924
C -0.77164 0.18922 -1.42707  -0.158
Br 5.03080 -0.50347 0.62363  -0.002
C -0.62038 1.50246 -0.65694  -0.864
H 0.00922 2.22099 -1.04577  0.388
S 1.48600 1.13973 1.15460  0.008
H -0.36464 -1.54519 0.77946  0.174

Energy: -230881.6728 eV
2S+1: 1
Charge: 0
HOMO: -8.44 eV
Energy relative to the best compared isomer or geometry (same formula, charge and spin): 64.7 kJ/mol
Gap between HOMO and LUMO: 8.3188 eV


C16H34NNbO2S | the ωB97M-V functional and the def2-TZVPD basis

Each line ends with the Mulliken charge.
CARTESIAN COORDINATES (ANGSTROEM)
H -3.09650 3.29053 0.50781  0.231
H -2.88405 0.18905 3.55948  0.412
H 0.24398 1.03014 -2.06526  0.414
H -1.05757 -0.51079 -0.91094  0.418
C -3.78412 3.14819 1.34415  -0.914
H 0.69972 -2.16740 -0.40366  0.549
H 2.27647 -3.65326 -3.27255  0.417
H -1.14670 -1.73673 2.89469  0.263
H -1.31856 -2.32310 -4.11839  0.244
C 1.55983 -2.84880 -3.11763  -0.688
C 0.36513 4.15481 2.79386  -0.913
S -2.93281 3.51205 2.92984  0.894
C -0.52244 -3.99970 -3.00860  -0.537
H -0.90112 -2.81267 -0.71474  0.246
C 0.64151 0.01635 -2.05124  -1.387
H 1.53547 2.63753 0.82912  0.161
H 4.25440 0.51489 3.46276  0.415
H 2.20105 5.04979 2.11273  0.280
O -3.90610 3.16826 3.99403  -0.666
H -0.09273 4.81325 2.04528  0.422
C -0.04708 -2.32245 -1.18352  -0.881
H 1.43340 -0.01707 -1.30014  0.346
H -0.67630 2.03689 1.23922  0.087
C 3.16195 1.91185 2.05944  -0.432
H 0.39015 -4.82463 -0.61667  0.390
H -0.84246 2.36808 4.91365  0.053
H -4.11756 2.10557 1.42825  0.248
C -1.37041 -0.78168 2.40997  -0.106
H 1.08045 -0.14996 -3.03494  0.254
C 2.34726 3.01728 1.45263  -0.438
H 2.50331 3.91354 3.41037  0.408
N 0.53003 -3.35724 -2.13155  0.223
C 1.15971 -4.40948 -1.26320  -1.099
H 1.57524 -5.18605 -1.89987  0.464
C 3.71856 1.09858 2.75067  -0.104
H 0.24607 4.69052 3.75256  0.500
Nb -0.72551 2.21571 3.09266  -0.675
H 0.79549 -1.51350 -4.67846  0.249
H -4.68712 3.75834 1.24810  0.365
C 0.81925 -2.57217 -4.42758  -0.518
H -1.17938 -1.04421 -2.55206  0.166
H 1.94848 -3.94539 -0.67725  0.416
H 2.09396 -2.00789 -2.68646  0.403
O -2.70886 4.98338 2.92331  -0.672
C -0.48041 -0.96745 -1.71908  -0.129
C -0.59842 -3.12721 -4.24921  -0.615
H -1.09758 -0.62538 1.36188  -0.058
C 1.89883 4.07104 2.51370  -0.630
H -0.93093 -3.69508 -5.11618  0.433
C -1.91214 0.28767 3.05659  -0.499
H 3.04798 3.52279 0.77072  0.309
H -0.16302 -4.99579 -3.26471  0.451
H 0.77618 1.23736 3.31411  0.100
H -1.45645 -4.08014 -2.45747  0.325
H 1.33246 -3.06822 -5.25024  0.403

Energy: -35100.7694 eV
2S+1: 1
Charge: 0
HOMO: -6.55 eV
Energy relative to the best compared isomer or geometry (same formula, charge and spin): 0.0 kJ/mol
Gap between HOMO and LUMO: 5.6276 eV


C33H88O11 | the ωB97M-V functional and the def2-TZVPD basis

Each line ends with the Mulliken charge.
CARTESIAN COORDINATES (ANGSTROEM)
O -2.09081 -5.03213 -5.14168  -0.543
O 1.81829 9.01743 -3.12011  -0.555
O 2.02805 -1.49028 9.21089  -0.554
C -6.57805 7.49843 7.98779  -1.261
H 2.33442 -1.42643 6.45405  0.347
C 1.21249 -2.17424 8.26907  0.560
H -6.35516 6.15265 5.59198  0.269
H 2.20917 -0.61040 8.87236  0.306
C 4.34227 -9.05675 -1.04148  0.612
C 9.41341 -0.36377 1.91831  -1.165
H 11.30360 -2.09088 2.48511  0.317
H -4.61180 -7.55500 -1.76360  0.340
H -6.38444 -6.38668 0.88062  0.363
H -0.45165 -6.54801 -7.59863  0.378
H -2.14306 -4.11237 -4.87168  0.298
H 7.62860 1.22745 -8.14028  0.322
H -2.60190 -4.04581 -7.37499  0.355
H -0.15301 10.05327 -1.94599  0.314
O 11.15046 -1.41731 3.15178  -0.560
H -5.62674 6.98371 7.85303  0.327
H 4.46554 -0.59711 -7.74671  0.335
H -8.67818 7.36282 7.29811  0.243
H -4.18694 -7.70074 1.64812  0.337
C -7.74730 6.79679 7.26374  0.444
H -0.25981 -4.83940 -5.59224  0.190
H -6.64833 2.77178 -4.56226  0.322
H -0.80058 -7.25595 -6.02663  0.322
H -7.97843 0.82626 -5.39397  0.338
H 8.34384 -0.17764 1.82102  0.321
H -7.43109 -0.16471 -3.98355  0.305
H 0.65964 -0.80972 -1.44191  0.292
C -5.96578 -6.62602 -0.09689  -1.319
O 6.78867 0.82551 -8.37386  -0.554
H -8.31620 2.50319 -1.43148  0.323
O -6.78326 2.38803 -3.69270  -0.567
H 0.85639 9.68181 -4.83398  0.287
H -2.46828 1.45023 0.53279  0.346
H 3.53618 -11.08215 -0.99074  0.353
C -4.10761 -8.14972 0.65806  -1.101
H 0.69460 -0.44510 0.33393  0.355
H 5.89198 2.08780 -7.06515  0.190
C -1.53522 -3.98372 -7.15948  -1.314
H 5.49413 -10.15077 -2.03667  0.321
H 6.64202 -0.69483 -6.12677  0.328
H -9.41048 1.24521 -1.89284  0.354
O 2.12247 7.70966 4.30760  -0.545
H -0.41644 7.02534 2.36361  0.304
C 2.30905 6.16817 2.54282  -1.215
H 5.31969 -8.06389 0.64562  0.340
H 4.91249 -7.00936 -0.72744  0.307
H -0.31365 8.23945 3.68842  0.391
C 2.03413 -2.33733 6.97192  -1.252
C 0.61313 9.34059 -3.82775  0.419
C -7.38215 6.45964 5.78985  -1.145
H -1.00517 -4.06373 -8.10855  0.334
C 0.85838 -3.51777 8.94960  -1.299
C 4.48664 0.48078 -7.58607  -1.258
H 3.70149 -7.59075 0.46408  0.381
C -5.40922 -8.01938 -0.12739  0.317
H 3.36869 6.42118 2.50761  0.310
H -5.21309 -5.86060 -0.28580  0.342
C 9.36013 -0.40910 4.52213  -1.296
H -2.05665 -6.75862 -7.20427  0.338
H -2.59283 0.42886 -1.91309  0.303
H -0.10388 6.46659 4.03259  0.316
H 2.04029 5.98103 1.50318  0.348
O -2.04246 -0.26739 -1.54716  -0.529
H 0.28355 11.35393 -3.10653  0.304
H -0.95093 0.87782 1.29274  0.331
O -7.93128 5.58149 7.89679  -0.539
H -6.55881 8.49690 7.55101  0.348
H 7.40432 0.81917 -5.70985  0.365
H 1.53168 -2.97131 6.24136  0.328
C -1.11187 -6.48683 -6.73349  -1.370
H 4.10507 0.98599 -8.47335  0.315
C -8.15299 0.56502 -4.35023  -1.185
H 2.98114 -2.84350 7.15920  0.334
H 0.39685 -4.18554 8.22216  0.367
C 4.57887 -7.85512 -0.12620  -1.370
O -5.10201 -8.32129 -1.45684  -0.534
H 9.86263 0.55705 4.56844  0.328
H -3.99973 -9.20988 0.88726  0.300
C 6.45198 0.36992 -5.99150  -1.253
H 4.55693 -10.75394 0.36781  0.350
H -1.40232 -2.98059 -6.75430  0.357
H 1.71211 -4.11141 9.27643  0.339
H -1.18837 10.29006 -3.31655  0.335
H 9.90500 0.60227 2.03326  0.295
H -7.59775 7.29758 5.12692  0.333
H 2.46184 8.69420 -3.75489  0.313
H 0.13975 -3.40902 9.76191  0.310
H -0.35098 7.63345 -2.98213  0.277
H -3.23994 -7.67228 0.20276  0.301
C 0.09275 -0.77857 -0.51144  -1.236
H -7.75290 0.88073 -1.49001  0.334
H -8.77104 2.55844 -3.86942  0.188
C -1.15945 -5.07770 -6.15966  0.652
H -8.03784 5.66122 5.44243  0.340
H 0.52066 7.25548 -4.38677  0.321
H -6.71037 7.55733 9.06812  0.327
C -0.14983 8.01433 -3.98342  -1.184
H 2.03210 5.31607 3.16357  0.317
C -8.38495 1.59061 -2.02357  -1.297
C -1.74773 0.63435 0.58993  -1.191
H 2.98764 -10.14386 0.34826  0.353
H 0.33216 -1.54521 8.13704  0.214
C -1.03460 0.28897 -0.73644  0.432
H -2.21465 -0.27736 0.96261  0.298
H -0.24593 -1.78292 -0.25710  0.342
H 9.23223 -2.12420 3.05426  0.234
H 3.74068 0.70531 -6.82368  0.366
H 9.57748 -0.91427 5.46323  0.318
H -9.17330 0.18154 -4.34749  0.340
H -6.23585 -8.64707 0.20546  0.300
C -8.05612 1.83756 -3.47278  0.544
O 5.63217 -9.38317 -1.47690  -0.537
H -0.61998 1.19163 -1.18519  0.258
H 8.32413 -0.09086 4.63837  0.365
C 9.71582 -1.15342 3.16303  0.509
C 0.04275 7.27773 3.31941  -1.222
H 5.80512 0.59652 -5.14396  0.330
H -1.07935 8.17488 -4.52961  0.355
H 9.75904 -0.84791 1.00494  0.333
H -6.74995 -6.52653 -0.84742  0.356
C 1.51917 7.39478 3.05303  0.494
C -0.15027 10.36059 -2.99177  -1.188
H 1.59131 8.41228 4.68944  0.299
H -8.66438 5.14725 7.45453  0.313
C 5.90369 1.01898 -7.27863  0.515
H 3.70421 -8.71087 -1.85472  0.185
C 3.84351 -10.28714 -0.31133  -1.294
H 1.70682 8.20258 2.34569  0.203

Energy: -58167.0930 eV
2S+1: 1
SMILES: CC(C)O.CC(C)O.CC(C)O.CC(C)O.CC(C)O.CC(C)O.CC(C)O.CC(C)O.CC(C)O.CC(C)O.CC(C)O
Charge: 0
HOMO: -10.02 eV
Energy relative to the best compared isomer or geometry (same formula, charge and spin): 465.8 kJ/mol
Gap between HOMO and LUMO: 10.3139 eV


C27H44BrF9NO2 | the ωB97M-V functional and the def2-TZVPD basis

Each line ends with the Mulliken charge.
CARTESIAN COORDINATES (ANGSTROEM)
H 2.02777 0.87485 1.55451  0.541
H -4.17834 -3.34823 3.39123  0.565
H 2.82354 0.01981 -2.61154  0.408
C -5.50543 -4.36267 1.96139  -0.650
H 1.42309 4.14150 0.28597  0.875
C -4.19220 -2.80510 -0.71990  -0.953
C -3.01641 -2.08110 -1.36433  -1.355
C 2.30751 1.05903 5.01312  0.636
H -2.07766 -4.53267 -0.83648  0.347
H -5.10440 -5.76870 0.33713  0.364
H -3.48256 -1.31759 -1.99438  0.481
Br -0.28802 4.42930 -1.46478  -0.140
H -2.51604 -2.75333 -2.06534  0.398
F 1.35904 0.13486 4.83582  -0.254
H 3.08124 4.74597 -1.02710  0.462
C 1.76636 2.76382 -3.56977  0.443
H 2.55271 4.41404 -4.77146  0.351
F 4.66056 1.22243 5.21014  -0.266
F 5.22179 -0.34271 3.14057  -0.326
H 0.73687 -0.17075 -4.27203  0.220
H -4.79813 -2.14502 -0.10079  0.505
C 2.48509 3.02470 -2.24134  -0.169
C 0.87219 -1.20865 -3.99248  -0.776
H -3.54214 -5.21915 -1.59116  0.410
H -2.12094 2.76434 0.03556  0.449
H 1.26365 -2.58934 -2.49311  0.384
H -1.97949 2.54164 1.76765  0.451
F 3.73670 -0.74878 5.25490  -0.291
F 2.30379 1.43629 6.28989  -0.258
H -2.51312 -2.94714 1.35101  -0.029
C -3.04740 -4.98583 -0.65101  -1.156
H 3.62355 2.99942 -4.70249  0.352
C 2.98065 2.04669 -0.04561  -2.297
H 1.69769 1.69009 -3.72853  -0.491
F 5.05690 1.25761 1.34271  -0.384
C 1.79997 2.44279 -0.95469  1.569
H 2.97490 -1.31003 -1.41097  0.440
H 3.56408 1.26606 -0.53530  0.043
O 1.00658 1.28988 -1.38827  -0.114
C -1.96411 -1.39951 -0.48807  0.587
C 2.95104 4.48039 -2.07863  -2.348
C 4.00587 0.21821 3.15622  0.426
C 2.28920 -0.68433 -1.97902  -0.477
C -3.27351 -3.71099 1.45676  -0.306
C -4.44225 -3.32625 2.33661  -0.567
C 0.81705 3.39573 -0.22354  -0.558
H -1.28906 -0.86164 -1.15168  -0.138
C 2.72363 1.69685 1.42107  -0.595
C 1.38127 0.03966 -1.01134  0.417
H -4.83103 -3.17009 -1.52441  0.454
H -2.80482 -4.62946 1.81121  0.530
H -3.35882 -0.82446 1.10827  0.201
H 3.64128 2.91659 -0.04299  1.060
H -1.70002 4.13121 1.10295  0.518
H -5.40046 -5.25696 2.57367  0.298
H 0.77835 3.21532 -3.60377  0.341
N -3.89583 -4.03336 0.11862  0.394
H -1.32690 -2.13994 0.00223  0.354
F 4.34312 2.55430 2.91564  -0.328
H -5.98804 -4.33138 -0.18713  0.284
C 4.02138 1.45518 2.18911  1.008
C -2.52844 -0.41327 0.52821  -0.951
H -0.00542 1.60564 0.71053  -0.539
H 3.91754 4.63870 -2.55314  0.479
H -1.75554 -0.11350 1.23523  0.099
H -6.51617 -3.98832 2.10400  0.370
F 2.00870 2.12262 4.25585  -0.221
C 1.43451 -1.58240 -2.85798  -0.522
H 2.16189 2.97773 -5.68704  0.450
H 2.28149 2.56357 1.90570  0.242
H 3.40504 2.43134 -2.32380  0.580
C 3.70221 0.46731 4.66373  0.580
H -2.89441 0.48642 0.03297  0.301
H 0.49740 -1.95167 -4.68530  0.311
C 2.58148 3.32500 -4.74203  -1.523
F 3.12638 -0.70315 2.71268  -0.247
C -5.22433 -4.69991 0.49103  -0.470
H -4.78564 -2.31687 2.10835  0.165
O 0.92728 -0.49351 -0.04101  -0.525
H 0.34121 2.92156 1.80615  -0.105
H 2.23386 5.19218 -2.48020  0.456
C -0.07806 2.68592 0.82602  1.376
C -1.55186 3.07090 0.91080  -2.148
H -2.92037 -5.88970 -0.06131  0.500

Energy: -128791.6837 eV
2S+1: 1
Charge: +1
HOMO: -11.70 eV
Gap between HOMO and LUMO: 9.3965 eV


C5H14N4 | the ωB97M-V functional and the def2-TZVPD basis

Each line ends with the Mulliken charge.
CARTESIAN COORDINATES (ANGSTROEM)
H -0.46949 1.14812 2.04745  0.271
H -1.05273 2.24673 -1.22788  0.243
H -0.49151 0.80836 -1.92112  0.206
C -0.61642 0.76814 0.10169  0.007
C 0.03870 -1.57953 -0.80054  -1.781
N -2.18931 -0.93969 0.61187  -0.973
N -0.73301 1.58306 1.17074  -0.346
C 2.40747 0.67398 -1.05609  -0.669
N 0.16806 -0.92007 1.66664  -0.691
N -0.92739 1.25192 -1.13113  -0.286
H 3.43323 1.04148 -1.07955  0.287
H -2.73866 -0.19097 1.03592  0.201
C -0.04597 -0.54325 0.29601  1.249
H -0.65053 2.57981 1.06776  0.210
H 2.18827 0.70214 1.03085  0.291
H -2.61526 -1.09161 -0.30295  0.171
H 1.98034 0.45599 -2.03410  0.169
H -0.55522 -2.43772 -0.49155  0.463
H -0.62238 -1.51176 1.91700  0.351
H 1.07571 -1.86220 -0.97918  0.358
H -0.37748 -1.23709 -1.74913  0.332
C 1.74213 0.46142 0.06610  -0.328
H 1.05146 -1.40725 1.76117  0.264

Energy: -11367.9845 eV
2S+1: 1
Charge: 0
HOMO (spin up / spin down): -6.44 / -6.44 eV
Energy relative to the best compared isomer or geometry (same formula, charge and spin): 427.4 kJ/mol
Gap between HOMO and LUMO (spin up / spin down): 7.0907 / 7.0893 eV